# C3H9O5SSi

A gas-phase ion, C3H9O5SSi (charge -1) at a distorted geometry (ωB97M-V/def2-TZVPD, OMol25).

Cartesian coordinates (Å):
C 0.3448 0.7639 -2.5382
C -1.6119 -2.2685 -0.0976
C 1.0757 0.4073 2.5578
O 0.0303 2.6101 0.6500
O 2.1273 1.4185 0.2197
O -0.4945 -0.2263 -1.9784
O -1.9855 -0.8854 0.0264
O 0.2108 0.2218 1.4672
Si -1.4568 0.4000 -0.7888
S 0.6466 1.3898 0.1186
H 1.2595 0.6562 -1.9311
H -0.1280 1.7400 -2.2579
H 0.6141 0.5102 -3.5961
H -0.8865 -2.4062 0.6675
H -0.9774 -2.5246 -1.1008
H -2.4705 -2.9923 -0.1363
H 0.5569 0.9944 3.3334
H 2.0591 0.8319 2.1980
H 1.0861 -0.6407 3.1865

Cartesian forces (eV/Å) of the 2 atoms listed first:
0.62 -0.83 0.53
1.11 -0.01 -2.85

Values from the calculation:
Orbital gap = 7.5 eV
Charge = -1
SMILES = CO[Si](OC)=[S@](=O)([O-])OC

# C3H9OP

2 unconnected molecules or ions with the total composition C3H9OP at a distorted geometry (ωB97M-V/def2-TZVPD, OMol25).

Cartesian coordinates (Å):
C -1.3424 0.5003 0.8378
C 1.0681 1.3588 1.4399
C 0.1274 0.3755 0.7458
O 0.6801 -0.3544 0.0175
P -0.1410 -1.8208 -2.1454
H -1.8720 0.1295 1.7554
H -1.8088 0.0597 -0.0092
H -1.5411 1.5708 0.7255
H 1.0311 2.3286 1.0125
H 2.0966 0.9854 1.1934
H 0.8191 1.3531 2.4928
H -0.4817 -2.3394 -3.2837
H 0.4123 -3.0959 -2.0800
H 0.9523 -1.0513 -2.7023

Cartesian forces (eV/Å) of the 2 atoms listed first:
-1.24 0.76 0.96
0.44 -1.49 0.15

Values from the calculation:
Orbital gap = 9.9 eV
Charge = 0
SMILES = CC(C)=O.P
Relative energy (zero: lowest compared OMol25 entry of this formula, charge and spin) = 51.9 kcal per mole

# C3H9OPS

2 unconnected molecules or ions with the total composition C3H9OPS at a distorted geometry (ωB97M-V/def2-TZVPD, OMol25).

Cartesian coordinates (Å):
C 1.5024 1.8375 -0.7595
C 0.6101 -0.9510 1.8047
C -2.5186 -0.9328 -0.6492
O 0.7084 1.0685 0.0632
P 0.8657 -0.5511 -0.0020
S 2.6900 -1.1539 -0.4738
H 2.4275 1.3001 -1.0489
H 1.7782 2.7709 -0.2177
H 1.0247 2.1710 -1.6106
H -0.0103 -0.1132 2.0027
H -0.0036 -1.8272 2.0281
H 1.5419 -0.9235 2.3659
H -2.0237 -1.8711 -0.7350
H -2.7802 -0.4446 0.2577
H -2.6807 -0.4914 -1.6947

Cartesian forces (eV/Å) of the 2 atoms listed first:
2.75 1.28 1.02
-0.45 -0.05 -0.89

Values from the calculation:
Orbital gap (spin up / spin down) = 8.2 / 7.2 eV
Charge = 0
Relative energy (zero: lowest compared OMol25 entry of this formula, charge and spin) = 100.9 kcal per mole

# C3H9OS

2 unconnected molecules or ions with the total composition C3H9OS at a distorted geometry (ωB97M-V/def2-TZVPD, OMol25).

Cartesian coordinates (Å):
C 0.2249 -0.5087 -2.2817
O 0.4852 -1.2109 -1.1343
H 0.0815 -1.1546 -3.1761
H -0.7133 0.1328 -2.1618
H 0.8570 0.2597 -2.8131
C 1.2597 -0.2434 1.4638
S -0.3354 0.0662 2.4532
C -1.4281 0.7318 1.1619
H 0.7150 -0.4258 0.5439
H 2.1000 -0.7935 1.8836
H 1.6056 0.8167 1.3519
H -1.0458 1.7605 0.8714
H -1.3557 0.0269 0.3291
H -2.4507 0.5424 1.5084

Cartesian forces (eV/Å) of the 2 atoms listed first:
-1.44 -0.09 0.06
0.53 0.97 -0.94

Values from the calculation:
Orbital gap = 6.0 eV
Charge = -1
Relative energy (zero: lowest compared OMol25 entry of this formula, charge and spin) = 72.6 kcal per mole

# C3H9OSi

2 unconnected molecules or ions with the total composition C3H9OSi at a distorted geometry (ωB97M-V/def2-TZVPD, OMol25).

Cartesian coordinates (Å):
C 2.5556 0.5588 -0.0959
C -0.9042 -1.7606 -0.6495
C -1.3248 1.0735 1.0297
O 1.5252 0.1508 0.4219
Si -0.7032 0.1330 -0.4765
H 2.6017 0.7117 -1.1988
H 3.4336 0.7130 0.5077
H -1.6172 -1.6325 -1.4548
H 0.0461 -1.9583 -1.0490
H -1.0635 -2.3471 0.2528
H -0.5408 1.5982 1.6565
H -2.1057 1.7943 1.0221
H -1.8258 0.2926 1.7026
H -0.0770 0.6727 -1.6688

Cartesian forces (eV/Å) of the 2 atoms listed first:
-1.18 -0.65 -0.82
-0.15 3.15 0.90

Values from the calculation:
Orbital gap = 11.1 eV
Charge = +1
Relative energy (zero: lowest compared OMol25 entry of this formula, charge and spin) = 7.2 kcal per mole

# C3H9PS

C3H9PS in the gas phase at a distorted geometry (ωB97M-V/def2-TZVPD, OMol25).

Cartesian coordinates (Å):
C 1.3448 1.1499 0.5693
C -1.5291 1.2485 -0.4532
C 0.3188 -1.4355 0.0921
P 0.3629 0.2788 -0.8347
S -0.0371 -2.6281 -1.2837
H 2.3356 0.9196 0.2540
H 0.8894 0.8606 1.5298
H 1.1185 2.1523 0.5889
H -2.0549 1.1748 -1.4502
H -1.4063 2.2735 -0.1508
H -2.1226 0.7699 0.2959
H 1.3717 -1.6758 0.3925
H -0.5382 -1.4190 0.8642
H -0.0534 -3.6697 -0.4140

Cartesian forces (eV/Å) of the 2 atoms listed first:
-2.14 -2.22 -0.82
1.56 -1.78 -2.10

Values from the calculation:
Orbital gap = 9.9 eV
Charge = 0
SMILES = CP(C)CS
Relative energy (zero: lowest compared OMol25 entry of this formula, charge and spin) = 38.4 kcal per mole

# C3H9PS3

C3H9PS3 in the gas phase at a distorted geometry (ωB97M-V/def2-TZVPD, OMol25).

Cartesian coordinates (Å):
C 1.2148 -0.9365 -1.6656
C -0.6346 2.5851 1.3807
C -0.0463 -1.3676 -0.9647
P -0.1882 -0.3324 0.7872
S 1.4141 -0.1457 1.8619
S -1.8013 -1.2692 1.8130
S -0.9934 1.4770 -0.0068
H 2.0620 -0.9789 -0.9809
H 1.4198 -1.6016 -2.5033
H 1.1229 0.0804 -2.0400
H -0.7906 3.5946 1.0138
H 0.3999 2.4470 1.6895
H -1.3141 2.3746 2.2020
H -0.0192 -2.4119 -0.6556
H -0.9558 -1.1475 -1.5173
H -2.7150 -0.8727 0.9301

Cartesian forces (eV/Å) of the 2 atoms listed first:
0.10 0.01 -0.07
-0.07 -0.17 -0.03

Values from the calculation:
Orbital gap = 9.5 eV
Charge = 0
SMILES = CC[P@](=S)(S)SC
Relative energy (zero: lowest compared OMol25 entry of this formula, charge and spin) = 0.0 kcal per mole

# C3H9PS3

C3H9PS3 in the gas phase at a distorted geometry (ωB97M-V/def2-TZVPD, OMol25).

Cartesian coordinates (Å):
C -2.5080 0.0052 0.9561
C 3.1851 -0.7441 -0.5014
C -1.1907 0.6515 0.6353
P -0.0094 -0.4201 -0.3588
S 0.2193 -0.0362 -2.1967
S -0.6105 -2.5202 -0.0822
S 2.1305 -0.2279 0.9311
H -3.2966 -0.2004 0.2434
H -2.1383 -0.9253 1.4034
H -2.8722 0.4650 1.7470
H 3.6880 -1.6669 -0.3312
H 4.0388 -0.1079 -0.4434
H 2.6346 -0.5189 -1.4283
H -0.7898 1.0723 1.5522
H -1.2691 1.3552 -0.2627
H -0.5127 -2.3381 1.2650

Cartesian forces (eV/Å) of the 2 atoms listed first:
2.18 -3.13 -1.66
-0.38 1.31 0.95

Values from the calculation:
Orbital gap = 8.5 eV
Charge = 0
SMILES = CC[P@](=S)(S)SC
Relative energy (zero: lowest compared OMol25 entry of this formula, charge and spin) = 39.0 kcal per mole